Here is an isolated molecule of C4H7N3O from the OMol25 dataset. Energies are from ωB97M-V/def2-TZVPD.

## Properties
**E_LUMO**: 0.0353 Ha
**E_tot**: -396.0025 Eh
**HOMO energy**: -9.56 eV
**ΔE to the lowest compared entry with this formula, charge and spin**: 383.0 kJ/mol
**Gap between HOMO and LUMO**: 10.52 eV

Structure (ORCA input):
```
! wB97M-V def2-TZVPD RIJCOSX def2/J DEFGRID3
* xyz 0 1
O 0.85 2.54 0.18
C 0.22 1.50 0.20
N -0.76 1.22 -0.76
N -1.27 -0.13 -0.97
C -0.39 -1.28 -0.54
C 0.76 -0.67 0.09
N 1.21 -0.61 1.52
C 0.25 0.32 1.08
H -0.63 1.65 -1.66
H -2.07 -0.17 -0.35
H -0.22 -1.85 -1.47
H -0.86 -1.93 0.21
H 1.52 -0.39 -0.61
H 2.14 -0.25 1.63
H -0.74 0.06 1.45
*
```